*w*
Here is C20H23N3O3 in the gas phase from OMol25. Energies are from wB97M-V/def2-TZVPD.

Output
Orbital gap ... 7.6 eV
Charge ... 0
Structure (SMILES) ... CC(=O)N1CCN(c2ccc(NCc3ccc4c(c3)OCO4)cc2)CC1

Atoms and positions in Å:
C  7.29  1.15  -1.04
C  6.33  1.45  0.09
O  6.66  2.09  1.07
N  5.07  0.99  -0.07
C  4.62  0.16  -1.17
H  5.03  -0.86  -1.08
C  3.10  0.08  -1.19
N  2.62  -0.52  0.03
C  1.31  -0.98  0.12
C  0.91  -1.74  1.22
C  -0.38  -2.22  1.32
C  -1.32  -1.99  0.32
C  -0.92  -1.24  -0.79
C  0.37  -0.74  -0.88
H  0.62  -0.15  -1.75
H  -1.62  -1.02  -1.58
N  -2.58  -2.57  0.43
H  -2.82  -2.83  1.38
C  -3.71  -2.18  -0.37
C  -4.33  -0.83  -0.04
C  -3.72  0.07  0.82
C  -4.30  1.31  1.12
C  -5.50  1.60  0.52
C  -6.12  0.70  -0.34
C  -5.56  -0.52  -0.64
H  -6.05  -1.21  -1.30
O  -7.30  1.23  -0.79
C  -7.41  2.50  -0.18
O  -6.28  2.72  0.64
H  -7.46  3.28  -0.95
H  -8.32  2.54  0.44
H  -3.82  2.01  1.78
H  -2.78  -0.17  1.27
H  -4.47  -2.95  -0.25
H  -3.41  -2.18  -1.42
H  -0.66  -2.80  2.19
H  1.61  -1.96  2.01
C  3.35  -0.15  1.23
H  2.65  -0.01  2.06
C  4.11  1.15  1.01
H  4.67  1.43  1.91
H  3.41  1.96  0.78
H  4.06  -0.94  1.51
H  2.69  1.09  -1.35
H  2.80  -0.55  -2.03
H  4.97  0.58  -2.12
H  7.35  0.08  -1.22
H  8.27  1.52  -0.76
H  6.97  1.64  -1.96

*x*
Here is C20H23N3O3 in the gas phase from OMol25. Energies are from wB97M-V/def2-TZVPD.

Output
Orbital gap ... 9.6 eV
Charge ... 0
Structure (SMILES) ... Cc1ccnc(C)c1C(=O)NC[C@@H]1Cc2ccccc2CN1C(=O)CO

Atoms and positions in Å:
C  -1.60  -3.15  2.37
C  -0.50  -2.52  3.19
C  -0.50  -2.71  4.57
C  0.53  -2.17  5.32
N  1.54  -1.48  4.79
C  1.55  -1.30  3.47
C  2.73  -0.53  2.94
C  0.55  -1.79  2.63
C  0.64  -1.54  1.15
O  1.61  -1.88  0.50
N  -0.42  -0.91  0.60
C  -0.48  -0.59  -0.81
C  0.51  0.51  -1.19
C  0.21  1.86  -0.54
C  -1.03  2.48  -1.12
C  -1.86  3.29  -0.35
C  -2.99  3.87  -0.89
C  -3.30  3.65  -2.23
C  -2.49  2.83  -2.99
C  -1.35  2.24  -2.45
C  -0.52  1.32  -3.32
N  0.60  0.70  -2.63
C  1.49  0.01  -3.39
O  1.38  -0.05  -4.60
C  2.65  -0.69  -2.70
O  3.60  -1.09  -3.65
H  -1.21  -3.58  1.45
H  -2.09  -3.95  2.92
H  -2.36  -2.41  2.09
H  -1.29  -3.27  5.05
H  0.56  -2.30  6.39
H  3.36  -1.18  2.33
H  2.41  0.30  2.31
H  3.32  -0.14  3.76
H  -1.17  -0.61  1.20
H  -0.27  -1.49  -1.40
H  -1.50  -0.29  -1.06
H  1.48  0.20  -0.81
H  0.12  1.74  0.54
H  1.07  2.51  -0.70
H  -1.61  3.47  0.69
H  -3.62  4.50  -0.28
H  -4.18  4.10  -2.66
H  -2.75  2.65  -4.03
H  -1.17  0.53  -3.73
H  -0.15  1.86  -4.18
H  3.15  -0.02  -2.00
H  2.28  -1.55  -2.12
H  3.11  -1.41  -4.41

Computed stability ranking, most favorable first: *x*, *w*

*w*
Here is H14NaO7 as an isolated structure from OMol25. Energies are from wB97M-V/def2-TZVPD.

Output
Orbital gap ... 10.6 eV
Charge ... +1

Atoms and positions in Å:
Na  -0.08  0.21  -0.48
O  0.78  -2.21  2.16
H  -0.01  -2.75  2.22
H  0.46  -1.36  1.86
O  2.14  1.95  0.10
H  1.68  2.62  -0.40
H  3.01  2.31  0.25
O  0.25  0.68  1.89
H  -0.13  1.02  2.71
H  1.04  1.20  1.76
O  -2.19  -1.16  0.49
H  -3.09  -1.04  0.18
H  -2.05  -2.11  0.44
O  0.22  -2.30  -0.99
H  -0.61  -2.71  -0.74
H  0.69  -2.98  -1.46
O  -1.64  2.19  -0.37
H  -2.26  2.63  -0.95
H  -2.10  2.09  0.46
O  0.99  0.64  -2.81
H  1.13  -0.09  -3.41
H  1.76  1.19  -2.92

*x*
Here is H14NaO7 as an isolated structure from OMol25. Energies are from wB97M-V/def2-TZVPD.

Output
Orbital gap ... 10.8 eV
Charge ... +1

Atoms and positions in Å:
Na  0.12  0.12  -0.16
O  0.72  2.62  0.05
H  1.66  2.72  -0.12
H  0.37  3.51  -0.02
O  0.37  -2.20  -1.38
H  0.15  -3.09  -1.12
H  1.18  -2.29  -1.89
O  0.62  -0.41  2.22
H  1.20  -0.96  2.74
H  -0.22  -0.45  2.67
O  2.55  0.06  -0.57
H  2.95  0.92  -0.70
H  3.27  -0.49  -0.24
O  -1.17  -0.88  -3.14
H  -0.67  -1.39  -2.50
H  -2.08  -0.94  -2.84
O  -1.25  2.08  2.27
H  -1.53  1.24  2.64
H  -0.37  1.90  1.93
O  -2.27  -0.53  -0.02
H  -2.96  -0.74  -0.65
H  -2.64  -0.80  0.83

Computed stability ranking, most favorable first: *w*, *x*

*w*
Here is a 2-piece molecular cluster, CH7N2S overall from OMol25. Energies are from wB97M-V/def2-TZVPD.

Output
Orbital gap ... 6.9 eV
Charge ... -1

Atoms and positions in Å:
S  0.14  2.87  -1.08
H  0.62  3.01  0.21
N  -1.00  -0.04  0.04
C  0.30  -0.53  -0.34
N  0.71  -1.70  0.45
H  -1.31  0.16  0.98
H  -1.31  0.77  -0.48
H  0.18  -0.90  -1.35
H  1.07  0.25  -0.33
H  0.69  -1.54  1.45
H  -0.09  -2.33  0.44

*x*
Here is a 2-piece molecular cluster, CH7N2S overall from OMol25. Energies are from wB97M-V/def2-TZVPD.

Output
Orbital gap ... 6.9 eV
Charge ... -1

Atoms and positions in Å:
S  1.11  2.91  -1.32
H  1.18  3.74  -0.26
N  -0.62  -0.06  -0.77
C  0.21  -1.01  -0.04
N  -0.47  -1.64  1.10
H  -0.04  0.73  -1.08
H  -1.34  0.33  -0.18
H  1.13  -0.54  0.32
H  0.53  -1.80  -0.72
H  -1.47  -1.51  1.00
H  -0.23  -1.17  1.96

Computed stability ranking, most favorable first: *x*, *w*

*w*
Here is a 3-piece molecular cluster, H4IO2 overall from OMol25. Energies are from wB97M-V/def2-TZVPD.

Output
Orbital gap ... 7.7 eV
Charge ... -1

Atoms and positions in Å:
I  -0.76  -0.59  0.56
O  -1.62  1.37  -2.40
H  -1.42  0.76  -1.57
H  -2.52  1.75  -2.33
O  2.46  -0.89  1.96
H  2.20  -1.81  2.16
H  1.64  -0.59  1.63

*x*
Here is a 3-piece molecular cluster, H4IO2 overall from OMol25. Energies are from wB97M-V/def2-TZVPD.

Output
Orbital gap ... 7.6 eV
Charge ... -1

Atoms and positions in Å:
I  -0.05  -2.42  0.66
O  -0.64  -0.22  -1.96
H  -0.59  -0.84  -1.23
H  -0.58  0.64  -1.54
O  0.84  1.10  1.07
H  0.40  0.25  1.07
H  0.62  1.48  1.93

Computed stability ranking, most favorable first: *x*, *w*

*w*
Here is a 2-piece molecular cluster, C2H5O2S overall from OMol25. Energies are from wB97M-V/def2-TZVPD.

Output
Orbital gap (spin up / spin down) ... 6.8 / 7.0 eV
Charge ... -1

Atoms and positions in Å:
C  -0.14  -1.62  -0.77
C  -0.23  1.24  1.36
O  1.87  0.14  -1.04
O  -0.41  0.38  -2.10
S  0.37  -0.02  -0.94
H  0.31  -2.32  -0.12
H  -1.21  -1.53  -0.42
H  0.70  1.83  1.60
H  -0.86  1.68  0.66
H  -0.38  0.22  1.76

*x*
Here is a 2-piece molecular cluster, C2H5O2S overall from OMol25. Energies are from wB97M-V/def2-TZVPD.

Output
Orbital gap ... 7.7 eV
Charge ... -1

Atoms and positions in Å:
C  1.37  -0.94  0.65
S  0.20  -2.23  -0.02
H  1.60  -1.18  1.69
H  2.28  -0.81  0.08
H  0.81  -0.01  0.67
O  -0.39  3.10  -0.04
C  -0.93  1.99  0.09
O  -0.79  1.02  -0.69
H  -1.64  1.87  0.92
H  -0.49  -1.20  -0.57

Computed stability ranking, most favorable first: *x*, *w*

*w*
Here is C3H3Br in the gas phase from OMol25. Energies are from wB97M-V/def2-TZVPD.

Output
Orbital gap (spin up / spin down) ... 8.4 / 8.4 eV
Charge ... 0

Atoms and positions in Å:
C  -0.08  -0.61  0.55
C  0.26  0.62  0.77
C  -0.74  -0.37  -0.74
Br  -2.55  0.15  -0.82
H  -0.05  -1.51  1.12
H  0.30  1.63  0.46
H  -0.18  -0.09  -1.62

*x*
Here is C3H3Br as an isolated structure from OMol25. Energies are from wB97M-V/def2-TZVPD.

Output
Orbital gap ... 7.8 eV
Charge ... 0

Atoms and positions in Å:
C  0.15  0.35  0.13
C  -2.90  -1.18  0.17
C  -0.99  -0.46  0.06
Br  -4.10  0.14  -0.03
H  0.23  1.21  0.84
H  1.04  0.32  -0.50
H  -0.73  -1.24  -0.82

Computed stability ranking, most favorable first: *w*, *x*